91
Properties=species:S:1:pos:R:3 method="wB97M-V/def2-TZVPD" charge=0 gap_ha=0.32737 smiles=COC[C@H](C)N.COC[C@H](C)N.COC[C@H](C)N.COC[C@H](C)N.COC[C@H](C)N.O.O relative_energy_kj_mol=42.98
C 1.26267 4.02825 -4.52707
C 0.60743 2.85698 -3.79277
C -0.91407 2.87879 -3.93887
O -1.45702 2.00667 -2.94635
C -2.84336 1.76462 -3.07786
N 1.24595 1.66975 -4.34463
H 1.26124 3.81794 -5.59743
H 2.30226 4.15662 -4.22802
H 0.77250 4.97161 -4.28099
H 0.88460 2.94712 -2.74077
H -1.28731 2.60585 -4.93039
H -1.32513 3.86993 -3.71550
H -3.04565 1.44030 -4.10746
H -3.32080 2.74451 -2.98957
H -3.22827 0.95088 -2.46906
H 1.15625 1.67882 -5.35507
H 0.77848 0.81573 -4.05731
C 2.46188 -0.29932 5.39265
C 2.62935 -1.35177 4.28247
C 1.84617 -1.12037 3.03253
O 1.81300 -2.31981 2.26649
C 0.81679 -2.27205 1.26751
N 4.06822 -1.43989 4.01963
H 1.42171 -0.10845 5.66273
H 2.86971 0.65611 5.05962
H 2.98708 -0.59353 6.30074
H 2.25647 -2.33204 4.60657
H 2.29673 -0.41308 2.32406
H 0.84248 -0.75691 3.27619
H 1.01935 -1.52980 0.49249
H -0.20723 -2.13158 1.62977
H 0.73501 -3.25644 0.80285
H 4.29402 -2.20383 3.39246
H 4.51283 -1.68568 4.89689
C -7.67159 -2.07153 0.40930
C -6.28614 -2.70054 0.29164
C -5.13961 -1.67334 0.18170
O -3.94808 -2.39235 -0.03649
C -2.82735 -1.52720 -0.19561
N -6.08507 -3.65325 1.35646
H -7.94016 -1.69486 -0.58046
H -7.76522 -1.30283 1.17711
H -8.44184 -2.82149 0.59130
H -6.25452 -3.15461 -0.70388
H -5.09188 -1.13419 1.13796
H -5.27078 -0.94363 -0.62361
H -1.95221 -2.16624 -0.08100
H -2.80328 -0.74468 0.56589
H -2.71721 -1.02349 -1.15882
H -6.09600 -3.09386 2.20814
H -5.11328 -3.95352 1.31841
C 6.51217 -2.69950 -0.39868
C 6.03143 -1.38137 -0.91649
C 4.51612 -1.17498 -0.78552
O 4.18981 0.10542 -1.28000
C 2.80852 0.33570 -1.37012
N 6.73232 -0.29923 -0.20842
H 7.57285 -2.78736 -0.63017
H 6.00440 -3.50225 -0.94141
H 6.30621 -2.88265 0.65636
H 6.33377 -1.30280 -1.96264
H 4.17158 -1.13951 0.25670
H 3.97286 -2.00278 -1.25781
H 2.24348 0.07568 -0.46673
H 2.40340 -0.25287 -2.19575
H 2.50918 1.38029 -1.45571
H 6.47292 -0.32649 0.77645
H 6.29346 0.58724 -0.44475
C -1.31800 3.50016 0.36989
C -0.34662 2.85687 1.41082
C -1.05732 1.78392 2.19423
O -2.27118 2.29740 2.73735
C -3.06697 1.35813 3.39107
N 0.74751 2.26022 0.62111
H -0.67993 4.11453 -0.26583
H -2.03993 4.10593 0.91544
H -1.81817 2.78202 -0.27965
H 0.02605 3.63969 2.07003
H -0.47795 1.44669 3.06143
H -1.27050 0.93825 1.53128
H -2.57161 0.76175 4.16344
H -3.47229 0.65552 2.65137
H -3.91334 1.89254 3.82098
H 1.50490 1.95703 1.22221
H 0.39681 1.45389 0.11273
O 0.10571 -2.11764 -2.95648
H -0.47519 -2.88569 -2.96187
H 0.12156 -1.81564 -3.87025
O -0.28502 0.14912 -1.23238
H -0.72555 0.80896 -1.79707
H -0.29657 -0.67054 -1.74971

=====

13
Properties=species:S:1:pos:R:3 method="wB97M-V/def2-TZVPD" spin_multiplicity=3 charge=0 gap_ha="0.29047 / 0.29512" relative_energy_kj_mol=218.40
C 0.73901 -1.33359 0.19718
C 1.67170 -0.41023 0.04001
C -0.35195 1.41786 -0.44253
C -0.69003 -0.94890 0.43302
C -1.15595 0.17176 -0.50841
P 0.82673 2.31028 0.21044
Br 3.58608 -0.27967 -0.07894
H 0.88294 -2.40989 0.24261
H -1.33351 -1.79500 0.13218
H -0.79267 -0.58484 1.45507
H -2.38215 0.45996 -0.30446
H -1.10301 -0.13295 -1.60870
H 0.10281 3.53522 0.23252

=====

27
Properties=species:S:1:pos:R:3 method="wB97M-V/def2-TZVPD" charge=0 gap_ha="0.32948 / 0.32950" relative_energy_kj_mol=538.52
C -0.67425 3.30185 -0.53540
C 0.69536 3.36729 -0.71026
C -1.18439 2.06956 -0.08449
C 1.60611 2.26009 -0.44836
C -0.35673 1.02200 0.25075
C 0.99845 1.15808 0.11362
C -1.06879 -0.28759 0.61727
C 0.21735 -2.54561 0.44711
C -0.70117 -1.52329 -0.24053
C -1.90586 -2.39272 -0.66938
N 2.19582 -1.63578 0.37083
O 3.34004 0.32203 1.03054
O 1.29405 -0.35526 2.26214
S 1.96940 -0.12531 1.02858
Br 2.61249 -1.53702 -1.38509
H -1.19144 4.23684 -0.54357
H 1.13659 4.29799 -1.06604
H -2.29443 2.03588 -0.04586
H 2.67164 2.33043 -0.40125
H -0.61663 -0.50405 1.54919
H -2.21490 -0.09875 0.61926
H 0.13953 -2.79416 1.51299
H 0.30617 -3.48684 -0.18965
H -0.27422 -1.45890 -1.24982
H -2.54682 -2.63715 0.24605
H -1.57363 -3.30642 -1.27292
H -2.57976 -1.71316 -1.20571